132
Properties=species:S:1:pos:R:3:forces:R:3 method="wB97M-V/def2-TZVPD" lumo_ev=2.260 orbital_gap_ha=0.2451 homo_energy_ev=-4.41 charge=-1
C -4.197992 -7.157619 -6.475141 -0.02 0.88 0.32
C -3.359872 -6.129716 -7.199389 -1.59 0.28 0.60
O -2.334850 -6.389548 -7.704843 2.06 -0.65 -1.12
O -3.877279 -4.869986 -7.284547 0.34 -0.11 0.28
C -3.767599 -4.120741 -6.048288 -0.33 0.18 -0.08
C -3.380323 -2.688905 -6.381900 -0.90 -0.08 0.13
C -4.054402 -1.695401 -5.404056 0.66 0.53 -0.58
C -3.102184 -0.767413 -4.629848 -0.27 -0.80 0.42
C -1.810862 -1.400210 -4.123708 0.56 1.36 0.45
C -0.942332 -0.292620 -3.427538 -0.17 -0.75 0.14
Ga -0.651748 -0.589978 -1.420196 0.48 0.00 -0.15
N -0.949423 1.124060 -0.546508 -0.13 -0.24 -0.18
C 1.367892 -1.070314 -1.130120 -0.44 0.95 -0.11
C 2.030255 -0.128155 -0.105179 0.09 -0.84 0.17
C 2.507044 1.177294 -0.731822 -0.34 -0.91 -0.09
Cl 2.194577 2.584781 0.335370 0.31 0.16 -0.17
C -1.702033 -2.173674 -0.621226 -0.51 0.76 0.13
C -3.149331 -1.918178 -0.178158 0.76 -1.27 0.72
O -3.431807 -0.540463 0.123303 0.60 -0.22 -0.48
C -4.421572 0.005919 -0.582465 1.38 1.74 0.03
C -4.131624 1.387306 -1.093556 -0.82 0.70 0.88
O -5.459938 -0.517844 -0.789646 -2.09 -1.59 -0.53
H -4.992330 -6.645800 -5.945366 -0.27 -0.13 0.11
H -3.559357 -7.659486 -5.760070 0.06 -0.33 0.02
H -4.617271 -7.853397 -7.188599 -0.01 -0.21 -0.12
H -4.749022 -4.143800 -5.579163 -0.18 0.09 0.06
H -3.078272 -4.579486 -5.338032 0.24 -0.16 -0.17
H -3.783348 -2.520686 -7.375582 0.00 0.07 -0.22
H -2.308212 -2.565707 -6.459561 0.18 -0.03 0.13
H -4.716276 -2.217159 -4.722121 0.02 -0.22 0.26
H -4.703045 -1.064290 -6.008898 -0.24 0.09 0.05
H -3.644448 -0.447749 -3.740433 -0.08 0.22 0.14
H -2.881624 0.150796 -5.164177 0.13 0.02 -0.42
H -2.036505 -2.170770 -3.387890 -0.12 -0.36 -0.17
H -1.191112 -1.816968 -4.914224 -0.24 -0.31 -0.21
H -1.370458 0.687754 -3.636296 -0.09 0.16 0.06
H 0.042242 -0.298388 -3.901302 0.13 0.10 0.06
H -0.369574 1.804001 -1.029827 0.04 0.11 0.21
H -0.658193 1.127171 0.425565 0.06 0.15 -0.02
H 1.499193 -2.107684 -0.828600 0.14 -0.17 -0.13
H 1.853157 -0.875308 -2.092922 0.15 -0.48 -0.11
H 1.345472 0.057302 0.718424 -0.06 0.25 0.11
H 2.895686 -0.637298 0.333614 0.16 0.16 0.20
H 3.563797 1.098323 -0.953067 0.29 0.40 0.14
H 1.996278 1.302745 -1.680394 -0.29 0.49 0.03
H -1.743262 -3.009757 -1.318149 0.19 -0.09 -0.18
H -1.121217 -2.521259 0.233925 0.15 0.01 0.11
H -3.829240 -2.341267 -0.910532 -0.38 0.48 -0.16
H -3.325040 -2.474964 0.744747 -0.27 0.03 0.13
H -3.936912 1.364876 -2.157170 0.36 -0.16 -0.20
H -5.055430 1.961807 -0.963791 0.04 -0.03 -0.12
H -3.338014 1.879329 -0.546138 0.41 -0.17 -0.23
C 0.087800 2.039733 4.912589 0.01 -0.15 -0.01
O 1.456576 2.397482 5.057919 -0.27 0.28 0.09
C 1.845810 3.363496 4.093697 0.32 -0.22 0.09
C 1.850664 4.772721 4.651539 -0.19 0.08 -0.22
O 0.550862 5.206738 5.031016 0.05 -0.12 0.13
C 0.303083 5.072989 6.417689 -0.02 0.07 -0.08
H -0.233418 1.547443 5.830476 0.08 -0.04 0.00
H -0.547090 2.913222 4.747686 0.05 0.04 0.00
H -0.030235 1.340902 4.081752 -0.07 0.00 0.01
H 1.203048 3.286857 3.212535 0.02 0.12 -0.02
H 2.864054 3.109128 3.783444 -0.01 0.06 -0.07
H 2.197915 5.454994 3.869524 0.03 -0.03 0.00
H 2.542023 4.850589 5.497450 -0.01 -0.05 0.03
H 0.773198 5.899044 6.963774 0.01 -0.04 0.09
H 0.671391 4.122377 6.809542 0.02 -0.01 -0.03
H -0.775123 5.116726 6.569758 0.01 0.06 -0.03
C -0.704705 -4.227595 4.034823 -0.03 -0.08 0.01
O -1.297176 -3.855493 5.269869 0.10 0.11 -0.09
C -0.526749 -2.910573 5.995678 -0.28 -0.14 0.16
C -1.031784 -1.494465 5.800674 0.31 0.18 -0.15
O -0.892109 -1.065542 4.459101 -0.19 -0.27 0.04
C -2.096178 -1.177022 3.708094 0.08 0.12 -0.12
H -1.476556 -4.687291 3.419138 -0.02 -0.02 0.05
H -0.299471 -3.367754 3.498618 -0.01 0.02 0.02
H 0.093257 -4.959130 4.204857 0.04 0.03 -0.05
H 0.530336 -2.982887 5.721352 0.00 0.06 -0.05
H -0.617069 -3.170786 7.055858 0.03 0.02 0.00
H -0.425591 -0.822137 6.418007 -0.01 -0.03 0.05
H -2.072567 -1.404710 6.129221 -0.02 -0.08 0.00
H -2.757751 -0.336024 3.939270 -0.07 -0.03 -0.03
H -2.617111 -2.115415 3.907792 0.02 -0.01 0.04
H -1.836573 -1.140432 2.650644 0.02 0.09 0.02
C 9.469491 1.534152 -1.656350 0.08 0.06 0.00
O 9.005075 2.861964 -1.491293 -0.10 -0.15 -0.02
C 7.831941 3.140420 -2.244340 0.12 0.26 0.16
C 6.575693 3.038641 -1.402869 -0.24 -0.26 -0.22
O 6.356483 1.715054 -0.938381 0.30 0.12 0.03
C 6.797196 1.522765 0.397486 -0.20 -0.09 0.06
H 10.151668 1.314195 -0.835514 0.02 0.06 -0.01
H 8.653553 0.808843 -1.634218 -0.03 0.02 -0.01
H 10.014228 1.438922 -2.602644 -0.02 -0.07 -0.01
H 7.767882 2.479323 -3.114188 -0.04 -0.05 0.03
H 7.923927 4.168055 -2.610080 -0.02 -0.01 -0.02
H 5.716789 3.305324 -2.026494 0.01 0.05 0.01
H 6.610607 3.740912 -0.564653 0.06 0.00 0.01
H 6.052020 1.928188 1.089752 0.06 0.01 0.08
H 7.764651 1.994002 0.584658 -0.01 0.03 -0.05
H 6.895554 0.452144 0.571694 -0.07 0.00 0.01
C -5.993327 4.913403 0.412392 0.13 -0.09 -0.01
O -6.658066 4.003797 -0.448039 -0.16 0.27 0.08
C -7.970948 3.688755 -0.015547 0.14 -0.25 -0.27
C -9.020414 4.494761 -0.754347 -0.16 0.11 0.27
O -8.917514 5.886572 -0.483898 0.16 -0.05 -0.08
C -8.219133 6.598030 -1.491347 -0.09 0.03 0.04
H -5.150132 5.333923 -0.134109 0.02 -0.08 -0.01
H -6.646227 5.729475 0.730281 -0.04 -0.02 -0.01
H -5.612511 4.387732 1.294215 0.00 0.05 0.04
H -8.064497 3.826947 1.066199 -0.04 0.07 0.00
H -8.132319 2.628096 -0.232665 -0.02 0.00 0.03
H -10.009955 4.175754 -0.411773 0.01 -0.03 -0.02
H -8.961438 4.307820 -1.830972 0.07 -0.02 0.00
H -8.879325 6.780055 -2.346369 0.07 0.01 -0.07
H -7.328664 6.063477 -1.827677 -0.01 -0.03 0.01
H -7.911778 7.555343 -1.071467 -0.07 0.00 0.02
C 7.742860 -2.276442 0.192643 0.07 0.14 -0.01
O 7.192101 -1.970427 1.462671 -0.04 -0.23 -0.13
C 5.802760 -2.276968 1.544968 0.10 0.19 0.26
C 5.555953 -3.608442 2.223403 -0.19 -0.13 -0.22
O 6.085903 -4.696655 1.477087 0.18 0.13 0.04
C 7.347878 -5.132569 1.947886 -0.10 -0.06 -0.03
H 8.827676 -2.315985 0.294503 -0.01 0.06 0.06
H 7.395114 -3.238604 -0.188171 -0.05 0.00 0.03
H 7.485466 -1.489938 -0.525894 0.00 -0.07 -0.09
H 5.344364 -2.255422 0.552134 -0.01 -0.05 0.00
H 5.335955 -1.490291 2.144916 -0.04 -0.01 -0.03
H 4.475972 -3.765556 2.295438 0.00 0.03 0.02
H 5.964005 -3.606130 3.239304 0.05 0.04 -0.01
H 7.219264 -5.762483 2.835020 0.09 0.01 0.04
H 8.006907 -4.295798 2.189778 -0.02 0.02 0.01
H 7.812300 -5.723798 1.158971 -0.06 -0.04 0.01